# 1
6
Properties=species:S:1:pos:R:3 method="wB97M-V/def2-TZVPD" de_lowest_kcal_mol=65.1 homo_ev=-9.750 gap_ev=8.11
C 1.2637 0.4728 0.2781
C 2.4757 0.5556 0.4333
P -1.3663 0.2635 -0.0136
H 3.5183 0.6706 0.4698
H -1.2035 -1.0957 0.3011
H -1.2336 0.0084 -1.3815



# 2
18
Properties=species:S:1:pos:R:3 method="wB97M-V/def2-TZVPD" de_lowest_kcal_mol=50.0 homo_ev="-8.529 / -8.528" gap_ev="8.25 / 8.25"
C -1.6805 -0.7440 0.6022
C -2.5814 0.2124 0.9276
C -1.0913 0.9073 -0.8795
C -0.6916 -0.3265 -0.3952
C 0.5702 -0.8816 -0.7911
C 1.8931 0.1591 0.5698
N 1.5478 1.4574 0.2905
O 0.4519 1.7699 0.8345
O 2.2168 2.1039 -0.4738
O 0.8390 -2.1847 -0.7736
S -2.4154 1.5563 -0.1648
Br 3.6092 -0.2392 -0.0558
H -1.4651 -1.7100 0.9789
H -3.3971 0.2658 1.5886
H -0.8140 1.1871 -1.8617
H 1.1734 -0.3853 -1.5570
H 1.6678 -0.4136 1.5493
H 0.1672 -2.7345 -0.3889



# 3
12
Properties=species:S:1:pos:R:3 method="wB97M-V/def2-TZVPD" de_lowest_kcal_mol=59.8 homo_ev=-8.544 gap_ev=8.62 smiles="O=C1NC=C[C@@H]1S"
O 0.5914 2.2898 0.1035
C 0.4211 1.0316 -0.1143
N 1.4241 0.1608 -0.6494
C 1.1110 -1.0733 -0.2758
C -0.0750 -1.2024 0.5256
C -0.7457 0.0850 0.4609
S -2.3072 0.1789 -0.5230
H 2.4127 0.4579 -0.9959
H 1.6579 -1.9265 -0.9926
H -0.5431 -2.0411 0.8338
H -0.9856 0.6703 1.4603
H -2.9615 1.3688 0.1668



# 4
94
Properties=species:S:1:pos:R:3 method="wB97M-V/def2-TZVPD" de_lowest_kcal_mol=0.0 homo_ev=-13.273 charge=+2 gap_ev=7.17
Ti -0.8577 0.1374 0.1208
O -1.6294 -1.3985 0.4075
C -1.5947 -2.5686 1.2360
C -1.6203 -2.0063 2.6637
C -0.4415 -1.1433 3.0311
C 0.2185 -1.4098 4.2210
C 1.3066 -0.6486 4.5976
C 1.7224 0.3639 3.7532
C 1.0322 0.5941 2.5789
C 1.5236 1.6488 1.6320
C 1.9861 1.0269 0.3018
O 0.8522 0.3405 -0.2457
C 3.1203 0.0439 0.5768
C 4.3757 0.5532 0.9026
C 5.4146 -0.2996 1.2346
C 5.2109 -1.6730 1.2385
C 3.9661 -2.1826 0.9089
C 2.9172 -1.3294 0.5832
C 2.4263 2.0658 -0.7203
C 2.5733 1.6541 -2.0447
C 3.0507 2.5301 -3.0030
C 3.4121 3.8275 -2.6492
C 3.2758 4.2401 -1.3350
C 2.7704 3.3662 -0.3751
N -0.0534 -0.1312 2.2222
C -2.8684 -3.3679 0.9761
C -3.1377 -4.4875 1.7584
C -4.2888 -5.2279 1.5492
C -5.1826 -4.8641 0.5504
C -4.9101 -3.7636 -0.2443
C -3.7552 -3.0182 -0.0350
C -0.3715 -3.3908 0.8754
C 0.3694 -4.0659 1.8365
C 1.4251 -4.8865 1.4588
C 1.7494 -5.0324 0.1200
C 1.0145 -4.3547 -0.8448
C -0.0443 -3.5448 -0.4701
H -2.5443 -1.4318 2.7628
H -1.6922 -2.8213 3.3804
H -0.1278 -2.2225 4.8442
H 1.8295 -0.8496 5.5228
H 2.5857 0.9693 3.9895
H 0.7498 2.3958 1.4463
H 2.3627 2.1640 2.0950
H 4.5516 1.6225 0.8820
H 6.3862 0.1073 1.4803
H 6.0233 -2.3413 1.4900
H 3.8011 -3.2507 0.9009
H 1.9520 -1.7451 0.3255
H 2.3335 0.6306 -2.3095
H 3.1822 2.1928 -4.0235
H 3.8165 4.5028 -3.3914
H 3.5671 5.2418 -1.0469
H 2.6848 3.7116 0.6470
H -2.4362 -4.8020 2.5221
H -4.4856 -6.0969 2.1623
H -6.0794 -5.4455 0.3862
H -5.5899 -3.4864 -1.0391
H -3.5407 -2.1828 -0.6907
H 0.1277 -3.9766 2.8875
H 1.9885 -5.4156 2.2161
H 2.5668 -5.6773 -0.1737
H 1.2574 -4.4731 -1.8924
H -0.6342 -3.0441 -1.2292
C -0.3859 1.9884 -6.5720
C -0.5263 2.2436 -5.1123
C -0.2628 3.4309 -4.4836
C -0.4134 3.5018 -3.0936
N -0.8198 2.4543 -2.3689
C -1.1086 1.3243 -2.9865
S -1.7502 -0.0527 -2.1758
N -0.9410 1.2174 -4.3323
C -0.1343 4.7584 -2.3479
H -0.1477 2.9077 -7.0989
H -1.3085 1.5764 -6.9834
H 0.4141 1.2671 -6.7516
H 0.0562 4.2899 -5.0538
H -1.1621 0.3248 -4.7587
H -0.0148 5.6097 -3.0128
H 0.7937 4.6261 -1.7870
H -0.9373 4.9517 -1.6372
N -3.9505 0.2838 1.3292
C -3.3885 1.5062 1.2972
C -4.0688 2.6151 1.8428
C -3.4965 3.8525 1.7942
C -2.2445 4.0198 1.1763
C -1.6371 2.9170 0.6645
N -2.1620 1.6600 0.7484
H -4.8988 0.1921 1.6509
H -3.5640 -0.4904 0.8101
H -5.0422 2.4634 2.2881
H -4.0157 4.7030 2.2151
H -1.7778 4.9898 1.0961
H -0.6989 2.9947 0.1307



# 5
21
Properties=species:S:1:pos:R:3 method="wB97M-V/def2-TZVPD" de_lowest_kcal_mol=71.2 homo_ev=-7.550 gap_ev=8.68
C 2.4884 0.6180 1.3762
C 1.2200 0.3376 1.4347
C 0.1335 0.6206 0.5134
C -0.9587 1.3728 0.7406
N -1.0069 2.2265 1.8612
C 0.2344 -0.1922 -0.7576
C -0.8141 -1.2858 -0.8856
C -0.8231 -1.9230 -2.3563
H 2.7097 1.2218 0.5111
H 3.2743 0.5550 2.0211
H 0.7646 -0.2820 2.1748
H -1.8630 1.6206 0.1160
H -1.7818 2.6790 2.1360
H -0.2257 2.2967 2.5094
H 0.2325 0.4586 -1.6758
H 1.1817 -0.7352 -0.6385
H -0.5034 -2.0251 -0.2880
H -1.9150 -1.1944 -0.4651
H -0.4365 -2.8567 -2.3765
H -1.7476 -1.9898 -2.8486
H -0.1634 -1.5230 -3.1024



# 6
63
Properties=species:S:1:pos:R:3 method="wB97M-V/def2-TZVPD" homo_ev=-5.045 charge=-1 gap_ev=7.45
C -3.5579 1.3376 4.1402
C -4.1911 0.0467 3.5530
C -4.4521 0.1123 2.0262
C -3.1575 -0.1817 1.2383
O -2.3503 0.9799 1.2833
C -1.0524 0.7575 0.8240
C -0.2496 -0.4044 1.4925
C -0.1754 -1.6477 0.5832
C 0.3616 -2.8559 1.3799
C 1.7590 -2.5615 1.9592
S 1.9949 -3.2530 3.6404
C 1.4383 -1.8786 4.5883
N 0.2601 -1.7418 5.1380
N 0.2148 -0.5355 5.7331
C 1.3783 0.0271 5.5124
O 2.1798 -0.7628 4.8221
O -0.8557 0.7239 -0.5451
P 0.6176 1.5284 -1.0258
Cl 2.5230 2.5166 -1.6484
O 0.6036 2.5966 0.3623
C -0.3195 2.0912 1.2646
P 0.1180 2.2497 3.0900
S 1.9827 2.8219 3.3145
H -4.1100 1.7569 4.9789
H -3.4241 2.0794 3.3505
H -2.5444 1.0959 4.4692
H -5.1171 -0.1513 4.1000
H -3.5173 -0.7895 3.7623
H -4.7232 1.1472 1.8049
H -5.2325 -0.6039 1.7710
H -3.4004 -0.4708 0.2092
H -2.6911 -1.0545 1.7107
H 0.7703 -0.0647 1.6573
H -0.7300 -0.7210 2.4272
H -1.1385 -1.8926 0.1302
H 0.5071 -1.4851 -0.2554
H -0.3695 -3.0637 2.1667
H 0.4564 -3.7438 0.7491
H 2.5309 -2.9446 1.2914
H 1.9590 -1.4934 2.0464
H 1.6526 1.0138 5.8376
H 1.4809 0.5866 -0.3747
H 0.7712 0.6929 -2.1971
H -0.0667 2.4475 -1.8791
H -1.1530 2.8245 1.2102
H -0.7778 3.1523 3.7015
H -0.0653 1.0184 3.7570
C 1.9516 -1.6926 -5.1342
O 1.8160 -0.3314 -4.7822
C 2.9380 0.4575 -5.1490
C 2.6963 1.2046 -6.4433
O 2.5397 0.3251 -7.5555
C 1.1840 0.0985 -7.8904
H 0.9592 -2.1433 -5.1079
H 2.3691 -1.8192 -6.1364
H 2.5902 -2.2087 -4.4076
H 3.8386 -0.1619 -5.2165
H 3.0932 1.1875 -4.3487
H 3.5687 1.8305 -6.6533
H 1.8260 1.8598 -6.3484
H 0.7865 0.9465 -8.4602
H 0.5669 -0.0610 -7.0037
H 1.1381 -0.7950 -8.5135



# 7
13
Properties=species:S:1:pos:R:3 method="wB97M-V/def2-TZVPD" s_squared=12.0071 de_lowest_kcal_mol=14.5 homo_ev="-13.475 / -15.116" charge=+1 spin_multiplicity=7 gap_ev="9.05 / 6.07"
C -1.6173 -0.2764 1.6076
O -0.4362 0.2414 1.0370
C -0.0244 -0.4260 -0.1337
O 0.5731 0.5348 -0.9331
Ru 1.0510 2.4582 -0.3294
H -1.8576 0.3461 2.4760
H -2.4544 -0.2306 0.8918
H -1.4663 -1.3197 1.9297
H -0.8966 -0.7981 -0.6988
H 0.6680 -1.2465 0.1229
O 2.5007 1.3330 -1.8383
C 1.8867 0.2579 -1.8976
O 2.0731 -0.8742 -2.2341



# 8
18
Properties=species:S:1:pos:R:3 method="wB97M-V/def2-TZVPD" de_lowest_kcal_mol=0.0 homo_ev=-9.958 gap_ev=10.61 smiles="C=C[Si](Br)(Br)CCC"
C 2.5031 -1.2483 2.6505
C 1.7205 -0.4444 1.8464
Si 2.1456 0.0279 0.0705
Br 3.7465 -1.5595 -0.4732
Br 3.1993 1.9401 0.1928
C 0.7351 0.1814 -1.1870
C -0.6547 0.7605 -0.5925
C -1.5733 1.0348 -1.7651
H 2.0582 -1.6337 3.5537
H 3.4433 -1.8569 2.2873
H 0.8441 -0.0118 2.3603
H 1.1098 0.8276 -2.0049
H 0.3782 -0.8633 -1.6347
H -0.5266 1.6927 0.0022
H -1.1486 -0.0392 0.0183
H -1.2327 0.2387 -2.3755
H -2.5438 0.9069 -1.5756
H -1.4141 2.0088 -2.2465



# 9
14
Properties=species:S:1:pos:R:3 method="wB97M-V/def2-TZVPD" de_lowest_kcal_mol=120.2 homo_ev=-8.596 gap_ev=9.31
C 0.2517 0.4506 1.9449
C 0.0207 0.2674 0.4701
O 1.2550 0.1657 -0.2210
C 0.9938 -0.3162 -1.4496
C -1.2018 -0.2701 -1.1280
O -0.7966 -0.8081 0.1237
H -0.6727 0.7816 2.4200
H 1.0322 1.1999 2.1044
H 0.5683 -0.4871 2.4160
H -0.4762 1.0409 -0.2084
H 1.8068 -0.0002 -2.1291
H 0.7452 -1.3719 -1.5096
H -1.3965 -0.9677 -1.9201
H -2.1299 0.3150 -0.9134



# 10
74
Properties=species:S:1:pos:R:3 method="wB97M-V/def2-TZVPD" s_squared=0.7771 de_lowest_kcal_mol=6.8 homo_ev="-3.621 / -3.653" charge=-1 spin_multiplicity=2 gap_ev="5.84 / 5.81"
Fe -0.5983 0.5902 -0.0596
S -1.7615 0.9113 4.3011
C -0.2039 0.1338 4.3714
C 0.5368 -0.2217 5.4865
C 1.7698 -0.8261 5.2988
C 2.2510 -1.0597 4.0116
C 1.5123 -0.7009 2.9012
C 0.2634 -0.1024 3.0641
N -0.5803 0.3137 2.0598
C -1.6863 0.8575 2.5362
C -2.7045 1.3814 1.7114
C -3.6636 2.2841 2.2147
C -4.5845 2.8840 1.3976
C -4.5626 2.6011 0.0144
C -3.6821 1.6950 -0.5020
C -2.7120 1.0186 0.3081
H 0.1590 -0.0303 6.4829
H 2.3644 -1.1111 6.1574
H 3.2196 -1.5226 3.8702
H 1.8813 -0.8524 1.9006
H -3.6448 2.5136 3.2748
H -5.3238 3.5623 1.8039
H -5.2721 3.0756 -0.6524
H -3.7557 1.4483 -1.5521
S -4.6849 -2.2983 -5.2681
C -3.8191 -1.5767 -4.0760
S -4.0774 -1.8635 -2.3807
C -2.8027 -0.8144 -1.7871
C -2.0788 -0.1237 -2.7013
S -0.8506 1.0314 -2.3916
S -2.5403 -0.4297 -4.3699
S -2.5646 -0.7841 -0.0529
C -1.6930 3.9778 -0.2841
C -0.2176 3.8251 -0.1619
C 0.5807 4.9786 -0.2361
C 1.9343 4.9035 -0.0941
C 2.5225 3.6402 0.0784
C 3.9082 3.4299 0.2405
Br 5.1051 4.9116 0.3247
C 4.4283 2.1725 0.3539
C 3.5758 1.0733 0.2692
Br 4.3733 -0.6446 0.3975
C 2.1915 1.1842 0.1074
O 1.3900 0.1890 -0.0108
C 1.6584 2.5142 0.0699
N 0.2968 2.6120 0.0014
H -1.9552 5.0177 -0.4764
H -2.1842 3.6561 0.6328
H -2.0664 3.3627 -1.0988
H 0.1044 5.9366 -0.3921
H 2.5515 5.7895 -0.1374
H 5.4891 2.0259 0.4954
C 2.6346 -3.7774 -1.6349
N 1.9840 -3.1443 -2.7751
C 0.9411 -4.0326 -3.2678
N -0.0283 -4.4091 -2.2461
C 0.6787 -5.0106 -1.1253
N 1.7079 -4.1470 -0.5698
C 1.1444 -2.9645 0.0807
P 0.1916 -1.8231 -1.0623
C 1.4634 -1.8185 -2.4357
C -0.8073 -3.2476 -1.8185
H 3.3867 -3.0997 -1.2330
H 3.1271 -4.6902 -1.9851
H 1.4171 -4.9454 -3.6392
H 0.4156 -3.5453 -4.0926
H 1.1602 -5.9286 -1.4770
H -0.0417 -5.2599 -0.3422
H 1.9643 -2.4028 0.5190
H 0.4736 -3.2796 0.8868
H 2.2918 -1.1735 -2.1383
H 0.9928 -1.3836 -3.3216
H -1.3461 -2.8792 -2.6932
H -1.5482 -3.5770 -1.0817



# 11
16
Properties=species:S:1:pos:R:3 method="wB97M-V/def2-TZVPD" de_lowest_kcal_mol=29.1 homo_ev=-8.322 gap_ev=9.17 smiles="N[C@@H]1C=Cc2[nH]ncc21"
N -0.1159 0.8780 -2.1444
C 0.5451 0.1401 -1.0325
C 0.1581 -1.3394 -1.0278
C -0.3210 -1.7485 0.1539
C -0.3857 -0.5748 0.9973
N -0.6895 -0.1814 2.2827
N -0.4278 1.1290 2.4555
C 0.1019 1.5476 1.2929
C 0.1050 0.5255 0.3659
H -0.0345 1.9003 -2.0226
H 0.3070 0.5592 -3.0191
H 1.6328 0.1414 -1.0742
H 0.4688 -2.0407 -1.8544
H -0.6826 -2.7404 0.4277
H -1.0633 -0.7605 3.0519
H 0.4014 2.5645 1.1473



# 12
80
Properties=species:S:1:pos:R:3 method="wB97M-V/def2-TZVPD" de_lowest_kcal_mol=33.6 homo_ev=-8.249 gap_ev=7.89
In -1.1068 0.2951 -2.0428
C -3.0611 4.1099 0.1169
C -1.9951 3.1626 -0.3490
N -2.1818 2.2989 -1.2664
N -3.3998 2.2864 -1.9146
C -3.2279 2.0461 -3.1861
N -4.3319 1.9964 -3.9693
S -1.6625 1.8596 -3.9656
C -0.5947 3.3147 0.1422
C -0.3188 3.8856 1.3804
C 1.0002 4.1350 1.7229
C 1.9952 3.8235 0.8132
C 1.6226 3.2338 -0.3859
N 0.3661 2.9741 -0.7193
H -3.6897 4.3938 -0.7231
H -3.7100 3.6165 0.8454
H -2.6338 5.0003 0.5729
H -5.2070 1.8456 -3.4933
H -4.2217 1.5637 -4.8698
H -1.1226 4.1384 2.0587
H 1.2427 4.5814 2.6789
H 3.0367 4.0214 1.0255
H 2.3746 2.9582 -1.1164
C -0.2358 -1.5438 -6.5284
C 1.0104 -2.0993 -6.2777
C 1.4442 -2.2351 -4.9713
C 0.6077 -1.8058 -3.9441
N -0.5512 -1.1962 -4.1967
C -0.9724 -1.0809 -5.4516
C 0.8643 -2.0714 -2.5010
C 1.6677 -3.1552 -2.1439
C 1.7821 -3.5505 -0.8224
C 1.0683 -2.8764 0.1552
C 0.2864 -1.7854 -0.1952
C 0.1862 -1.3487 -1.5130
H -0.6203 -1.4534 -7.5343
H 1.6383 -2.4298 -7.0952
H 2.4128 -2.6627 -4.7553
H -1.9297 -0.5932 -5.5801
H 2.1729 -3.7274 -2.9111
H 2.3989 -4.4016 -0.5642
H 1.1185 -3.2014 1.1877
H -0.2495 -1.2583 0.5802
C -1.6965 0.6332 2.1555
C -2.6166 -0.1351 1.2757
N -2.4835 -0.2968 -0.0235
C -3.5097 -1.1134 -0.4266
C -4.2806 -1.4448 0.6505
N -3.6946 -0.8165 1.7179
C -5.4827 -2.2872 0.8953
O -6.0064 -2.8977 -0.1382
O -5.9073 -2.3711 2.0272
C -3.7174 -1.3896 -1.8746
O -4.6164 -2.1764 -2.2047
O -2.9721 -0.7404 -2.6602
H -0.8861 1.0392 1.5527
H -1.2723 -0.0146 2.9253
H -2.2157 1.4528 2.6553
H -4.0666 -0.8805 2.6544
H -5.4954 -2.6797 -0.9970
N 6.1200 -1.8193 8.1410
C 5.6223 -1.5431 7.1441
C 4.9965 -1.1930 5.8940
C 3.6228 -1.3503 5.7348
C 3.0224 -1.0150 4.5354
C 3.7910 -0.5018 3.4974
C 5.1627 -0.3435 3.6528
C 5.7650 -0.6949 4.8461
N 3.1772 -0.1371 2.2784
C 3.7176 -0.2430 1.0120
C 2.7550 0.1967 0.1625
N 1.6322 0.5793 0.8614
C 1.9160 0.3636 2.1138
H 3.0315 -1.7524 6.5457
H 1.9617 -1.1722 4.3977
H 5.7536 0.0720 2.8486
H 6.8316 -0.5732 4.9744
H 4.6987 -0.6458 0.8407
H 2.7896 0.2408 -0.9132
H 1.2802 0.5862 2.9550



# 13
25
Properties=species:S:1:pos:R:3 method="wB97M-V/def2-TZVPD" de_lowest_kcal_mol=85.9 homo_ev=-10.789 charge=+1 gap_ev=1.32
Mg -12.3041 29.7030 10.0342
Br -12.8405 25.8252 10.2558
O -8.9476 23.2396 13.5652
H -9.0181 22.4228 13.0711
H -9.5673 23.8319 13.1393
O -15.5649 22.9919 6.3007
H -15.0948 23.4513 6.9966
H -16.0490 22.3013 6.7534
C -20.4421 20.8362 9.7844
C -19.6296 22.1116 9.9739
C -20.4137 23.1613 10.8865
O -21.6911 23.3416 10.2720
C -22.2962 24.5328 10.7131
N -18.2881 21.8253 10.3832
H -20.7440 20.4050 10.7389
H -19.8495 20.0501 9.3163
H -21.3178 20.9724 9.1497
H -19.5900 22.6330 9.0174
H -19.8959 24.1199 10.9173
H -20.6024 22.8253 11.9061
H -23.3116 24.6184 10.3261
H -21.7762 25.3805 10.2669
H -22.3641 24.5452 11.8010
H -18.3896 21.3413 11.2638
H -17.7365 22.6602 10.5208



Number 1: energy -11405.915 eV. Number 2: energy -94823.643 eV. Number 3: energy -18599.327 eV. Number 4: energy -91782.960 eV. Number 5: energy -8956.847 eV. Number 6: energy -85177.929 eV. Number 7: energy -13949.427 eV. Number 8: energy -153311.170 eV. Number 9: energy -8368.069 eV. Number 10: energy -291879.460 eV. Number 11: energy -10804.170 eV. Number 12: energy -75868.448 eV. Number 13: energy -87499.426 eV.